8
Properties=species:S:1:pos:R:3:nbo_charge:R:1 method="wB97M-V/def2-TZVPD" gap_ev="8.4914 / 7.6971" lumo_energy_ev="-0.82 / -0.31" homo_ev="-9.315 / -8.002" energy_ha=-1250.33286 relative_energy_kj_mol=405.1 max_force_ha_per_bohr=0.048
C 1.1723 1.2075 -0.3414 -0.567
Si -0.8499 -1.2771 0.1630 0.941
Cl -1.9286 -2.2472 -1.2380 -0.356
Cl -1.9579 -0.0331 1.3001 -0.384
H 1.1763 1.2202 -1.4257 0.174
H 0.3443 1.7634 0.2101 0.181
H 2.1215 1.4460 0.1055 0.168
H -0.0780 -2.0798 1.2263 -0.158

=====

22
Properties=species:S:1:pos:R:3:nbo_charge:R:1 method="wB97M-V/def2-TZVPD" gap_ev=8.7669 lumo_energy_ev=0.16 homo_ev=-8.603 smiles="C=CO.O.O.O.O.O" energy_ha=-536.00261 relative_energy_kj_mol=60.6 max_force_ha_per_bohr=0.030
C 2.3896 -1.1125 -1.4722 -0.549
C 1.2040 -0.6028 -1.1834 0.149
O 0.0746 -0.9968 -1.8165 -0.717
H 3.3086 -0.8957 -0.9476 0.207
H 2.4494 -2.0105 -2.0787 0.200
H 1.0891 0.1506 -0.4051 0.162
H -0.7052 -0.7287 -1.3012 0.511
O -2.4118 -0.2745 -1.1178 -0.970
H -2.9146 -1.0977 -1.0914 0.473
H -2.6802 0.1980 -0.3049 0.505
O -2.3546 0.7273 1.3650 -0.990
H -3.2611 0.6651 1.6856 0.470
H -1.8287 0.3376 2.1099 0.511
O -0.8088 -0.4092 3.3117 -0.989
H -0.6218 -1.3491 3.3293 0.501
H -0.0558 0.1920 3.4123 0.507
O 1.6916 0.5436 2.6953 -0.961
H 2.4828 0.8939 3.0934 0.494
H 1.1070 1.1817 2.3088 0.483
O 1.0442 1.7326 -2.9287 -0.945
H 1.5242 0.9228 -3.1820 0.478
H 0.2230 1.4091 -2.5721 0.469

=====

6
Properties=species:S:1:pos:R:3:nbo_charge:R:1 method="wB97M-V/def2-TZVPD" gap_ev="8.9371 / 9.0494" lumo_energy_ev="-0.69 / -0.68" homo_ev="-9.632 / -9.727" energy_ha=-319.20770 relative_energy_kj_mol=588.0 max_force_ha_per_bohr=0.060
N 1.2212 -0.9759 0.9940 -0.585
N 0.4219 -0.0963 0.8017 0.288
N -0.2079 0.7744 0.4618 -0.097
N -1.1040 0.5416 -1.4502 0.175
F -1.7488 1.6902 -1.6916 -0.215
H 1.4176 -1.9340 0.8844 0.433

=====

80
Properties=species:S:1:pos:R:3:mulliken_charge:R:1 method="wB97M-V/def2-TZVPD" gap_ev=10.1085 lumo_energy_ev=0.63 homo_ev=-9.476 smiles=NCCO[C@@H](CCCCO)CCOCC(F)(F)F.CCCCCC.CCCCCC energy_ha=-1486.39953 max_force_ha_per_bohr=0.026
N 2.5957 4.6903 0.8325 -0.548
C 1.6352 5.1476 1.8437 -0.410
C 0.7327 6.2475 1.3165 -0.559
O 0.0350 5.9133 0.1422 -0.493
C -0.9950 4.9283 0.3128 1.178
C -2.3372 5.6452 0.2200 -1.308
C -3.6031 4.7851 0.1673 -0.620
C -4.0689 4.2113 1.5015 -0.742
C -3.0861 3.2656 2.1661 -0.032
O -3.8091 2.3322 2.9529 -0.566
C -0.7631 3.8425 -0.7287 -1.381
C -0.0167 2.6307 -0.1777 -0.540
O -0.6272 1.4390 -0.6612 -0.413
C 0.1650 0.3065 -0.4903 -0.696
C 0.3246 -0.0990 0.9740 0.817
F 0.4990 -1.4455 1.0787 -0.269
F -0.7686 0.2485 1.7203 -0.260
F 1.4260 0.4843 1.5472 -0.290
H 2.8212 3.7231 1.0210 0.153
H 3.4711 5.1802 0.9476 0.263
H 2.1382 5.5259 2.7359 0.443
H 1.0280 4.3070 2.1739 0.268
H 0.0366 6.5784 2.0927 0.281
H 1.3475 7.1086 1.0600 0.406
H -0.8948 4.5319 1.3214 0.013
H -2.4189 6.2687 1.1133 0.282
H -2.3227 6.3377 -0.6167 0.348
H -3.5347 3.9713 -0.5495 0.318
H -4.4005 5.4326 -0.1934 0.402
H -4.3651 5.0017 2.1876 0.271
H -4.9704 3.6269 1.3169 0.372
H -2.3966 3.8316 2.7973 0.318
H -2.4918 2.7455 1.4124 0.022
H -3.2638 2.0614 3.6870 0.347
H -0.1461 4.2925 -1.5007 0.464
H -1.6756 3.5106 -1.2087 0.307
H 1.0318 2.6656 -0.4725 0.706
H -0.0638 2.6357 0.9124 0.291
H -0.3343 -0.5125 -0.9980 0.234
H 1.1572 0.4506 -0.9180 0.545
C 4.5820 -5.2688 -1.4020 -1.261
C 3.7712 -4.7062 -0.2379 -0.637
C 3.0128 -3.4267 -0.5852 0.180
C 3.8958 -2.2475 -0.9974 -0.607
C 4.9407 -1.8299 0.0371 -0.526
C 4.3259 -1.3794 1.3588 -0.895
H 5.3582 -4.5743 -1.7266 0.282
H 5.0742 -6.1996 -1.1178 0.397
H 3.9383 -5.4783 -2.2587 0.298
H 4.4302 -4.5323 0.6169 0.273
H 3.0471 -5.4582 0.0859 0.400
H 2.3934 -3.1383 0.2687 -0.092
H 2.3157 -3.6394 -1.4024 0.342
H 3.2474 -1.3896 -1.2075 0.103
H 4.4006 -2.4776 -1.9397 0.407
H 5.5314 -1.0104 -0.3807 0.392
H 5.6432 -2.6479 0.2180 0.264
H 3.6410 -0.5466 1.1992 0.037
H 5.0973 -1.0493 2.0561 0.421
H 3.7713 -2.1859 1.8404 0.261
C -2.5885 -3.1430 0.8828 -0.881
C -2.1969 -4.4190 0.1446 -0.593
C -1.3339 -4.1570 -1.0893 -0.056
C -1.9992 -3.3054 -2.1718 -0.277
C -3.3169 -3.8612 -2.7082 -0.637
C -3.1736 -5.2262 -3.3755 -1.233
H -3.2010 -2.4880 0.2609 0.275
H -3.1631 -3.3704 1.7815 0.409
H -1.7034 -2.5854 1.1888 -0.013
H -3.0960 -4.9768 -0.1310 0.290
H -1.6352 -5.0653 0.8241 0.398
H -1.0226 -5.1145 -1.5162 0.397
H -0.4121 -3.6563 -0.7737 -0.163
H -1.2974 -3.1942 -3.0051 0.459
H -2.1729 -2.2953 -1.7883 0.020
H -3.7222 -3.1517 -3.4341 0.426
H -4.0531 -3.9240 -1.9026 0.251
H -2.4647 -5.1804 -4.2047 0.289
H -4.1310 -5.5641 -3.7740 0.394
H -2.8247 -5.9845 -2.6733 0.283

=====

107
Properties=species:S:1:pos:R:3:mulliken_charge:R:1 method="wB97M-V/def2-TZVPD" gap_ev=8.9754 lumo_energy_ev=-5.19 homo_ev=-14.162 charge=+2 energy_ha=-4082.07439 max_force_ha_per_bohr=0.102
C 6.4391 8.8453 15.0148 -0.901
C 5.6469 9.5906 14.0594 0.862
O 4.4980 9.4380 13.6454 -0.505
N 6.3218 10.8511 13.5973 0.787
H 6.5204 11.3985 14.4740 0.239
H 7.2481 10.4840 13.3299 -0.300
C 5.7149 11.5899 12.4959 -0.635
H 6.5544 9.3493 15.9910 0.303
H 7.4819 8.6930 14.7416 0.016
H 5.9447 7.8918 15.1968 0.435
H 6.3991 12.2838 12.0648 0.132
H 4.8506 11.9786 12.9673 0.397
H 5.5849 10.8304 11.7402 0.361
C 10.7352 6.6630 16.2514 -0.869
C 11.6790 7.4095 17.1178 0.716
O 11.5407 8.0771 18.0874 -0.440
N 13.2196 7.2422 16.7445 -0.179
H 13.5531 6.5319 17.4097 0.387
H 13.1281 6.7151 15.9103 0.382
C 13.9923 8.5368 16.7564 -0.757
H 11.0127 5.6248 16.3502 0.558
H 10.9242 6.9221 15.2154 -0.125
H 9.7396 6.8868 16.5816 0.337
H 13.6598 9.2098 15.9864 0.224
H 14.9737 8.2184 16.4371 0.431
H 14.1192 8.8605 17.7764 0.328
C 10.2136 6.0246 12.5270 -0.929
C 10.5857 6.3036 11.0589 0.789
O 10.7559 5.4932 10.2066 -0.469
N 10.7152 7.7601 10.6664 1.487
H 10.0517 7.8421 9.8733 0.002
H 10.3996 8.3543 11.4152 -0.311
C 12.0599 8.0718 10.2187 -0.717
H 9.2245 5.7586 12.4180 0.387
H 10.3733 6.9558 13.0662 -0.102
H 10.8276 5.1810 12.8508 0.438
H 12.4474 7.1593 9.7041 0.335
H 12.6187 8.3648 11.0867 0.227
H 12.0005 8.8723 9.4623 0.230
C 11.5132 13.4696 17.4081 -0.999
C 11.4191 11.9942 17.2254 0.454
O 12.3473 11.2815 16.9889 -0.380
N 10.0395 11.3843 17.3424 1.230
H 9.3986 12.1734 17.0325 -0.022
H 9.9116 10.6010 16.6965 -0.125
C 9.5537 10.9936 18.7489 -0.692
H 12.6000 13.5817 17.3116 0.420
H 11.1950 13.8219 18.4293 0.356
H 11.0427 14.0307 16.5905 0.105
H 10.0602 10.0546 19.0939 0.247
H 8.4900 10.9530 18.7645 0.322
H 9.8546 11.8388 19.3789 0.383
C 8.7744 16.1214 13.2038 -1.480
C 9.3028 14.9936 12.3655 0.585
C 10.5372 15.5069 11.6810 -0.907
N 10.9977 14.5173 10.6083 0.076
C 12.2623 15.1166 9.9596 -0.460
C 13.4982 14.9956 10.8202 -0.553
C 13.7722 13.5665 11.1864 -1.023
C 12.5716 12.9490 11.9425 -0.404
C 11.2936 13.0631 11.0839 -0.857
C 9.9765 14.3497 9.4622 -1.096
H 7.8853 15.8212 13.7322 0.316
H 8.6407 16.9860 12.5515 0.454
H 9.5502 16.3494 13.9224 0.341
H 8.5602 14.5983 11.7035 0.140
H 9.5245 14.0484 12.8826 -0.076
H 11.4074 15.5958 12.3201 0.459
H 10.3191 16.4616 11.1560 0.332
H 11.9531 16.1629 9.8328 0.410
H 12.3111 14.5515 9.0250 0.425
H 13.4117 15.5057 11.7979 0.287
H 14.3834 15.3989 10.3365 0.432
H 14.6806 13.5845 11.7729 0.484
H 14.0519 12.9224 10.3647 0.391
H 12.3995 13.4927 12.8465 0.314
H 12.7711 11.8977 12.1320 0.303
H 10.4544 12.6099 11.5924 0.524
H 11.4100 12.4419 10.1920 0.315
H 10.4796 13.7341 8.7180 0.477
H 9.5200 15.2686 9.1882 0.364
H 9.0975 13.8819 9.8798 0.355
B 10.7468 9.7687 14.3824 0.396
F 11.9346 9.0131 14.1625 -0.412
F 9.9581 9.5506 13.2232 -0.217
F 10.0556 9.2801 15.5283 -0.754
F 10.8907 11.1197 14.5555 -0.206
B 7.6606 13.3749 15.9701 -0.291
F 7.2890 12.0273 15.9446 -0.452
F 8.6580 13.6177 15.0896 0.040
F 6.6071 14.1846 15.7065 -0.340
F 8.1417 13.5517 17.2423 -0.331
C 7.1470 8.2588 10.8193 0.354
F 7.7482 9.4804 11.2657 0.031
F 7.8526 7.2239 11.3417 -0.152
F 5.8900 8.2018 11.2743 -0.221
S 7.3414 8.2507 8.9252 1.034
O 6.9997 6.8970 8.6510 -0.696
O 6.5247 9.3345 8.4210 -0.598
N 8.8871 8.5642 8.8611 -0.776
S 9.6448 9.0311 7.4877 1.016
O 11.0014 8.6128 7.6244 -0.705
O 8.8451 8.8633 6.3223 -0.621
C 9.8825 10.7781 7.8183 0.595
F 10.6990 11.3848 6.9292 -0.270
F 8.7929 11.3998 7.5859 -0.222
F 10.2657 10.9969 9.1571 0.015

=====

14
Properties=species:S:1:pos:R:3:nbo_charge:R:1 method="wB97M-V/def2-TZVPD" gap_ev=9.7881 lumo_energy_ev=-0.04 homo_ev=-9.833 smiles="CCC/N=C(/Cl)I" energy_ha=-969.19053 relative_energy_kj_mol=0.0 max_force_ha_per_bohr=0.103
C -1.8780 -0.4515 -0.3113 -0.591
C -0.7148 0.5445 -0.5331 -0.401
C 0.2367 0.5886 0.7101 -0.251
N 1.0608 -0.5483 0.7633 -0.430
C 2.2492 -0.6044 0.2813 0.093
Cl 2.9957 -2.1479 0.0533 0.051
I 3.3657 1.0848 -0.4908 0.093
H -2.3102 -0.2882 0.5628 0.195
H -2.6911 -0.3850 -1.1620 0.201
H -1.6634 -1.5359 -0.2471 0.213
H -1.1970 1.4080 -0.8492 0.217
H -0.1456 0.2712 -1.3180 0.203
H 0.9001 1.5838 0.7906 0.189
H -0.2081 0.4803 1.7502 0.216